{
  "formula": "C14H46F6O9P",
  "method": "wB97M-V/def2-TZVPD",
  "elements": ["H", "H", "H", "H", "C", "H", "H", "H", "H", "H", "H", "O", "C", "F", "O", "O", "C", "O", "H", "H", "C", "C", "O", "O", "F", "H", "H", "H", "C", "H", "C", "O", "H", "C", "H", "H", "H", "H", "C", "F", "F", "H", "C", "H", "C", "O", "H", "H", "H", "H", "H", "F", "H", "H", "C", "H", "H", "H", "H", "H", "H", "H", "P", "H", "H", "H", "H", "H", "F", "O", "H", "H", "C", "H", "H", "C"],
  "coordinates": [[24.66, -12.50, 32.31], [23.85, -18.54, 37.89], [23.06, -20.29, 29.71], [31.02, -18.73, 33.85], [25.31, -12.89, 34.33], [30.73, -20.37, 33.24], [27.94, -16.02, 29.15], [25.64, -22.17, 38.06], [24.73, -11.30, 35.40], [23.02, -19.73, 27.58], [21.32, -13.94, 34.01], [25.63, -16.01, 37.06], [21.64, -14.88, 33.55], [24.44, -18.33, 35.05], [22.57, -16.66, 40.34], [25.80, -21.05, 34.90], [25.25, -20.95, 36.19], [23.74, -20.31, 27.83], [26.07, -13.36, 34.95], [25.45, -16.01, 29.47], [24.01, -20.15, 29.20], [29.48, -19.76, 34.93], [26.02, -14.60, 28.01], [25.23, -11.47, 34.60], [23.75, -17.59, 32.99], [24.71, -20.86, 29.65], [25.59, -14.00, 32.53], [24.18, -21.11, 36.11], [25.93, -22.04, 37.02], [25.10, -14.57, 27.71], [23.81, -18.12, 38.90], [22.42, -19.88, 34.01], [22.48, -17.27, 41.08], [24.42, -18.70, 29.43], [21.25, -17.01, 33.80], [25.35, -18.50, 28.90], [22.73, -14.77, 33.58], [29.11, -20.76, 35.19], [22.44, -17.46, 39.18], [25.50, -19.07, 33.11], [26.49, -17.75, 34.74], [32.34, -19.61, 35.43], [21.26, -16.09, 34.39], [27.40, -15.78, 30.74], [27.43, -15.28, 29.77], [22.02, -16.16, 35.53], [25.54, -14.29, 29.84], [24.58, -17.37, 39.07], [24.41, -13.39, 34.68], [24.02, -18.96, 39.55], [25.83, -23.02, 36.56], [26.04, -17.06, 32.55], [26.32, -12.29, 32.55], [23.02, -20.21, 34.68], [26.00, -15.10, 29.28], [26.32, -16.20, 37.70], [23.65, -18.02, 29.05], [27.96, -14.34, 29.91], [25.44, -19.94, 36.54], [22.22, -16.88, 38.28], [22.86, -19.12, 33.65], [22.93, -16.22, 35.24], [25.14, -17.63, 33.79], [20.22, -15.92, 34.65], [21.33, -14.93, 32.51], [24.61, -18.54, 30.49], [29.67, -19.26, 35.88], [26.98, -21.75, 37.03], [24.76, -16.13, 34.34], [31.86, -20.29, 34.96], [25.83, -20.16, 34.53], [28.75, -19.24, 34.32], [30.85, -19.77, 34.14], [25.80, -16.61, 36.34], [21.62, -18.17, 39.29], [25.50, -12.96, 32.84]],
  "mulliken_charge": [0.316, -0.099, 0.298, 0.281, -0.005, 0.298, 0.358, 0.360, 0.302, 0.300, 0.316, -0.642, -0.564, -0.158, -0.546, -0.583, 0.408, -0.558, 0.245, -0.083, -0.442, -0.575, -0.547, -0.572, -0.478, 0.349, 0.077, 0.188, -1.356, 0.311, -0.388, -0.730, 0.312, -0.806, 0.130, 0.273, -0.185, 0.246, -0.273, -0.407, -0.444, 0.298, -0.218, 0.187, -0.993, -0.499, 0.177, 0.208, 0.059, 0.409, 0.287, -0.302, 0.431, 0.282, 0.330, 0.260, 0.392, 0.311, 0.070, 0.104, 0.341, 0.191, 1.434, 0.390, 0.353, 0.136, 0.289, 0.280, -0.452, -0.526, 0.406, 0.127, -0.446, 0.315, 0.273, -0.831],
  "molar_mass_g_mol": 503.47,
  "homo_energy_ev": -7.431,
  "e_tot_ev": -59291.9808,
  "charge": -1,
  "max_force_ev_per_a": 2.81,
  "e_lumo_ev": 2.54,
  "orbital_gap_ev": 9.968
}